The molecule C5H7NO, computed with wB97M-V/def2-TZVPD.

Values from the calculation:
SMILES = C=CC/C=N\C=O
Relative energy (zero: lowest compared OMol25 entry of this formula, charge and spin) = 39.7 kcal/mol
E = -8834.4827 eV
E_LUMO = 0.651 eV
Kohn-Sham gap = 10.0398 eV

```
! wB97M-V def2-TZVPD RIJCOSX def2/J DEFGRID3
* xyz 0 1
C 0.712 -1.807 0.186
C 0.180 -1.150 -0.838
C 0.415 0.328 -1.071
C -0.803 1.127 -0.653
N -1.149 1.441 0.523
C -0.509 1.141 1.716
O -0.500 0.066 2.270
H 1.352 -1.304 0.908
H 0.476 -2.848 0.380
H -0.494 -1.652 -1.534
H 1.295 0.655 -0.504
H 0.611 0.525 -2.132
H -1.487 1.433 -1.452
H -0.101 2.048 2.200
*
```

The molecule C5H7NO in a non-equilibrium geometry, computed with wB97M-V/def2-TZVPD.

Values from the calculation:
SMILES = C1[C@@H]2N[C@@H]2[C@H]2O[C@@H]12
Relative energy (zero: lowest compared OMol25 entry of this formula, charge and spin) = 56.2 kcal/mol
E = -8833.7664 eV
E_LUMO = 1.067 eV
Kohn-Sham gap = 10.9006 eV

```
! wB97M-V def2-TZVPD RIJCOSX def2/J DEFGRID3
* xyz 0 1
C 0.226 -0.255 -1.237
C 1.066 -0.541 -0.011
N 0.505 -1.390 1.097
C 0.438 0.054 1.203
C -0.766 0.813 0.725
O -0.444 1.861 -0.190
C -0.891 0.620 -0.725
H -0.229 -1.167 -1.691
H 0.841 0.193 -2.018
H 2.133 -0.671 -0.042
H -0.420 -1.747 0.773
H 1.052 0.487 1.959
H -1.649 0.946 1.371
H -1.862 0.797 -1.215
*
```